(1)
Here is C3H6ClNO2 in the gas phase at a distorted geometry from OMol25. Energies are from the ωB97M-V functional and the def2-TZVPD basis.

Output
LUMO (eV): 0.3059
SMILES: N[C@H](CCl)C(=O)O
Gap between HOMO and LUMO (eV): 10.20
Highest occupied orbital energy (eV): -9.90
Energy above the lowest of the compared OMol25 structures with the same formula, charge and spin (kcal/mol): 20.34

Each line ends with the natural charge from an NBO analysis.
CARTESIAN COORDINATES (ANGSTROEM)
Cl: -2.60 -0.82 0.06  -0.0911
O: 1.54 -1.22 0.89  -0.7030
O: 0.31 -2.44 -0.57  -0.5383
N: 0.86 1.16 -0.35  -0.8818
C: -1.19 0.33 0.49  -0.3236
C: 0.57 -1.39 -0.08  0.7761
C: -0.03 0.06 -0.44  -0.2026
H: -0.36 -0.16 -1.50  0.2177
H: -0.98 0.19 1.58  0.2387
H: 0.41 2.02 0.07  0.3978
H: 1.45 1.21 -1.28  0.4124
H: 1.57 -0.17 0.93  0.4945
H: -1.54 1.25 0.20  0.2033



(2)
Here is a molecular structure, C12H14BrIN2Pt at a distorted geometry from OMol25. Energies are from the ωB97M-V functional and the def2-TZVPD basis.

Output
2S+1: 5
LUMO (spin up / spin down) (eV): -7.5688 / -10.8689
Gap between HOMO and LUMO (spin up / spin down) (eV): 7.72 / 5.34
Highest occupied orbital energy (spin up / spin down) (eV): -15.29 / -16.21
Total charge: +2
Expectation value of S²: 6.01

Each line ends with the Löwdin spin population.
CARTESIAN COORDINATES (ANGSTROEM)
Pt: 0.45 0.66 1.36  1.4727
I: -0.74 2.06 3.31  1.0081
Br: 1.56 -0.62 3.32  0.7288
N: -1.25 0.65 0.13  0.1723
N: 0.64 -1.08 0.21  0.1902
C: -2.13 1.66 0.11  0.0404
C: -2.66 -0.60 -1.37  0.0047
C: 1.77 -1.83 0.21  0.0155
C: 0.80 -3.38 -1.35  -0.0073
C: -0.41 -1.44 -0.59  0.0108
C: -3.61 0.41 -1.33  0.0025
C: 2.21 1.30 0.66  0.1341
C: -0.35 -2.60 -1.37  0.0109
C: -1.48 -0.47 -0.61  0.0168
C: 1.88 -2.98 -0.55  0.0100
C: 1.98 2.80 1.04  0.0294
C: -3.34 1.56 -0.57  0.0078
H: 1.76 3.36 0.13  -0.0005
H: -2.79 -1.50 -1.96  0.0010
H: 2.69 0.70 1.45  0.0271
H: 2.80 -3.55 -0.51  0.0013
H: -4.05 2.38 -0.50  0.0014
H: -1.87 2.53 0.71  0.0264
H: -4.55 0.32 -1.87  0.0002
H: 2.55 -1.48 0.88  0.0023
H: -1.21 -2.84 -1.99  0.0016
H: 2.92 3.17 1.44  0.0062
H: 2.97 1.21 -0.13  0.0287
H: 1.20 3.00 1.79  0.0120
H: 0.86 -4.29 -1.95  -0.0004
H: 1.40 0.93 -0.10  0.0450



(3)
Here is 2 unconnected molecules or ions with the total composition C8H18O at a distorted geometry from OMol25. Energies are from the ωB97M-V functional and the def2-TZVPD basis.

Output
LUMO (eV): 0.8245
SMILES: C=C(C)C(C)(C)O.CC
Gap between HOMO and LUMO (eV): 10.09
Highest occupied orbital energy (eV): -9.26
Energy above the lowest of the compared OMol25 structures with the same formula, charge and spin (kcal/mol): 25.16

Each line ends with the natural charge from an NBO analysis.
CARTESIAN COORDINATES (ANGSTROEM)
O: 0.05 -1.02 1.69  -0.7298
C: 2.33 -1.29 0.96  -0.6283
C: 0.80 -0.01 -1.76  -0.4205
C: 1.03 -0.52 0.78  0.2189
C: 1.23 0.96 1.12  -0.6297
C: -2.28 2.32 -0.68  -0.6057
C: 0.47 -0.77 -0.70  0.0345
C: -2.41 0.96 -0.05  -0.6100
C: -0.18 -2.11 -0.95  -0.6682
H: 2.71 -1.20 1.99  0.2026
H: 0.29 1.51 1.03  0.2239
H: -2.09 2.22 -1.76  0.2010
H: 1.28 0.96 -1.65  0.1982
H: 0.48 -0.28 -2.76  0.1999
H: 0.43 -1.07 2.57  0.4677
H: 2.20 -2.36 0.78  0.2176
H: -1.24 -1.98 -1.16  0.2278
H: 1.98 1.43 0.47  0.2094
H: 1.55 1.08 2.16  0.2062
H: -1.45 0.35 -0.20  0.2178
H: -0.10 -2.79 -0.09  0.2286
H: -2.61 1.03 1.02  0.2027
H: 0.28 -2.63 -1.79  0.2180
H: -3.22 0.38 -0.51  0.1986
H: -3.19 2.91 -0.53  0.2011
H: 3.11 -0.92 0.28  0.2213
H: -1.44 2.87 -0.25  0.1965



(4)
Here is a molecular structure, C6H9N at a distorted geometry from OMol25. Energies are from the ωB97M-V functional and the def2-TZVPD basis.

Output
LUMO (eV): 1.0549
Gap between HOMO and LUMO (eV): 9.94
Highest occupied orbital energy (eV): -8.89
Energy above the lowest of the compared OMol25 structures with the same formula, charge and spin (kcal/mol): 66.27

Each line ends with the natural charge from an NBO analysis.
CARTESIAN COORDINATES (ANGSTROEM)
N: 1.50 -1.17 -0.68  -0.8328
C: -1.35 -0.56 -0.56  -0.1908
C: -0.57 -0.57 0.74  -0.2651
C: -0.62 0.94 1.02  -0.3624
C: -0.85 0.40 -1.26  -0.1939
C: 0.24 0.92 -0.26  -0.2672
C: 0.88 -0.28 0.31  -0.0363
H: -2.26 -1.13 -0.77  0.2157
H: -0.90 -1.32 1.51  0.2090
H: 0.07 1.28 1.81  0.1894
H: 0.78 1.82 -0.50  0.2026
H: -1.02 0.87 -2.23  0.2221
H: 2.25 -0.67 -1.22  0.3583
H: -1.57 1.54 1.05  0.2142
H: 1.95 -1.91 -0.15  0.3522
H: 1.49 -0.16 1.19  0.1850